The following is a DFT calculation (the ωB97M-V functional and the def2-TZVPD basis) of a cluster of 2 separate species, CH7O8P2 in total.

As for the energy: -1327.247819 Ha. The total charge is -1. The value obtained for the energy above the lowest of the compared OMol25 structures with the same formula, charge and spin is 0.0 kJ/mol. The maximum force is 4.65 eV/Å.

Each line ends with the natural charge from an NBO analysis.
Element x y z (Å)
P  0.18028  -2.69945  0.28494  2.5036
P  -0.70417  0.20887  -0.21566  2.5009
O  -0.71690  4.69968  -2.48923  -0.9686
O  -0.24562  1.20378  -1.26704  -1.1746
O  0.73345  -2.70486  1.67522  -1.1031
O  -0.43580  0.90082  1.26747  -0.8085
O  -2.17561  -0.11495  -0.19981  -1.1742
O  -1.20426  -3.52740  0.04346  -0.9549
O  1.13269  -3.47904  -0.78093  -0.9896
O  0.04469  -1.27065  -0.51977  -1.0877
C  0.92047  1.25757  1.66575  -0.2591
H  1.55922  0.35908  1.70222  0.1753
H  -1.67239  -3.34425  0.90214  0.5064
H  1.33063  1.95044  0.91189  0.1867
H  2.06511  -3.45404  -0.43454  0.5056
H  0.95156  1.75157  2.65145  0.1737
H  -0.28564  3.87556  -2.16816  0.5006
H  -1.47773  4.38726  -3.02939  0.4676

Forces on the atoms, in the same order (eV/Å):
0.653 1.039 -1.317
-3.482 2.560 -1.718
-0.328 -0.855 -0.395
0.760 -1.532 1.230
-1.002 0.224 -1.627
1.671 -1.130 0.266
1.363 -0.330 0.548
0.828 1.272 1.832
0.745 0.273 1.173
0.899 -1.394 2.157
-0.251 -0.166 -0.923
-0.220 0.252 0.068
0.000 -0.366 -1.169
-0.065 -0.203 0.253
-1.383 -0.008 -0.480
-0.511 -0.305 -0.387
-0.576 0.503 -0.223
0.898 0.165 0.715

The following is a DFT calculation (the ωB97M-V functional and the def2-TZVPD basis) of a cluster of 2 separate species, C3H8S in total.

As for the energy: -517.194158 Ha. The value obtained for the energy above the lowest of the compared OMol25 structures with the same formula, charge and spin is 226.9 kJ/mol. The maximum force is 3.14 eV/Å. Its SMILES is C=C.CS.

Each line ends with the natural charge from an NBO analysis.
Element x y z (Å)
S  -2.32341  -1.87284  -0.58609  -0.0524
C  -1.78058  -0.60189  -1.79570  -0.7407
C  3.54607  1.81436  1.22721  -0.4106
C  3.46597  2.76408  2.15503  -0.3705
H  2.67738  1.22087  0.91979  0.2118
H  -0.79200  -0.24844  -1.43466  0.2291
H  -1.80182  -1.15342  -2.77345  0.2201
H  -3.59658  -2.02216  -1.04813  0.1228
H  4.51846  1.34204  1.23196  0.1880
H  -2.40121  0.32469  -1.97560  0.2212
H  2.86003  3.69029  2.02999  0.1973
H  4.32147  2.95236  2.90836  0.1840

Forces on the atoms, in the same order (eV/Å):
-0.692 0.635 -0.133
-0.454 0.128 -1.015
0.142 -1.249 1.740
1.506 2.721 0.420
0.278 1.006 -1.181
-0.480 -0.517 -0.641
0.784 0.830 0.795
0.568 0.057 0.175
-0.172 -0.893 -0.089
0.275 -1.132 0.819
-0.752 -1.359 0.820
-1.003 -0.228 -1.709

The following is a DFT calculation (the ωB97M-V functional and the def2-TZVPD basis) of a cluster of 2 separate species, C5H11NO in total.

As for the energy: -327.027104 Ha. The value obtained for the energy above the lowest of the compared OMol25 structures with the same formula, charge and spin is 273.7 kJ/mol. The maximum force is 4.19 eV/Å. Its SMILES is C=N/C=C/CC.O.

Each line ends with the natural charge from an NBO analysis.
Element x y z (Å)
O  1.33027  -1.87117  -1.15973  -0.9386
N  -1.37470  -0.61159  2.26625  -0.4161
C  0.77916  1.22700  -1.70830  -0.6183
C  -0.29174  -0.93434  2.82035  -0.0479
C  -0.56712  1.30194  -0.98905  -0.4357
C  -1.38096  -0.08046  0.99190  -0.0679
C  -0.40249  0.71102  0.36720  -0.1713
H  -0.83312  2.32229  -0.85377  0.2064
H  0.71873  -2.51572  -1.49810  0.4733
H  -0.35814  -1.49157  3.77361  0.1726
H  1.48283  1.83740  -1.29313  0.1962
H  0.67821  1.38918  -2.75306  0.2059
H  1.08597  0.19136  -1.66381  0.2395
H  1.58666  -2.18179  -0.28518  0.4731
H  -1.42481  0.93743  -1.62335  0.2061
H  -2.33509  -0.31128  0.46970  0.1942
H  0.77433  -0.91889  2.33165  0.1338
H  0.53202  0.99917  0.80683  0.1946

Forces on the atoms, in the same order (eV/Å):
0.514 0.197 0.235
0.397 -0.026 0.521
-2.275 -2.406 -0.868
1.682 -1.413 -0.013
-0.399 -0.318 -0.786
1.555 2.111 -2.510
-3.418 -2.198 1.037
-0.160 1.253 0.180
-0.392 -0.439 -0.137
0.194 0.733 -0.247
1.927 1.704 1.101
-0.086 0.706 -0.981
0.450 -0.100 0.222
-0.089 -0.025 -0.066
0.906 -0.309 0.826
0.872 0.373 0.122
-1.900 0.229 0.630
0.220 -0.071 0.734

The following is a DFT calculation (the ωB97M-V functional and the def2-TZVPD basis) of a cluster of 3 separate species, C21H29F7N3O6S in total.

As for the energy: -2530.244141 Ha. The total charge is +1. The maximum force is 2.32 eV/Å.

Each line ends with the natural charge from an NBO analysis.
Element x y z (Å)
S  -2.86823  -1.94102  3.30517  2.2155
F  -2.51073  -5.79877  0.43376  -0.2857
F  -1.85328  -4.13072  4.18991  -0.2575
F  -0.51084  -4.84389  1.77515  -0.2717
F  -3.02140  -5.92009  2.52992  -0.2813
F  -1.59634  -3.22581  0.78891  -0.3098
F  -0.44661  -2.76844  3.25775  -0.2933
F  -3.93288  -4.39850  1.26376  -0.3012
O  5.45681  0.32201  0.63311  -0.6387
O  -1.12510  2.89822  -1.05153  -0.6878
O  -1.86504  1.27063  -2.39587  -0.4873
O  -4.21141  -2.37843  3.20092  -0.8422
O  -2.46130  -1.24645  4.47440  -0.8509
O  -0.58212  5.18435  -2.92242  -0.6577
N  6.19179  -1.72673  1.27418  -0.4249
N  -2.49805  -0.87912  1.98159  -0.5135
N  -1.83326  4.92110  -4.79326  -0.4223
C  -4.01346  0.03157  -1.27172  -0.2243
C  -2.57672  5.51337  -5.88725  -0.3996
C  -1.37892  -0.13810  2.03934  0.0933
C  1.51877  0.76000  0.77133  -0.2177
C  -2.82563  -5.09449  1.51652  0.9279
C  -1.65000  -3.35632  3.14299  0.4396
C  6.43483  -1.27732  2.63608  -0.4161
C  -3.34837  -0.82555  0.93738  0.0798
C  -1.63881  -4.12904  1.79449  0.5434
C  -1.60959  1.66713  -1.29334  0.7538
C  -4.34223  -1.07104  -1.94462  -0.3113
C  0.23014  1.49909  1.20875  -0.4451
C  5.70976  -0.84311  0.38295  0.5253
C  -1.72631  3.47709  -4.68468  -0.4171
C  -1.21834  5.65631  -3.85026  0.5331
C  -1.90025  0.77721  -0.09668  0.0618
C  -3.07601  -0.00494  -0.12769  -0.0454
C  1.52735  -0.72699  1.11523  -0.6187
C  -1.03984  0.71761  1.01437  0.0020
C  6.48012  -3.10316  0.92014  -0.4000
C  2.72006  1.42629  1.49006  -0.6053
H  3.30635  2.03922  0.81007  0.2387
H  -1.33844  6.74209  -3.99191  0.1168
H  -0.20992  3.00315  -1.34840  0.5315
H  0.18989  2.46344  0.71850  0.2553
H  -0.67573  3.18416  -4.70915  0.2105
H  -2.54841  6.59789  -5.80861  0.2156
H  2.39548  2.08894  2.29482  0.1983
H  6.24680  -3.27160  -0.12903  0.2123
H  -3.61783  5.18648  -5.85984  0.1974
H  0.31356  1.70980  2.27567  0.2290
H  0.68696  -1.27951  0.68669  0.1906
H  -4.36934  -2.05306  -1.48312  0.1969
H  6.82282  -2.10446  3.22438  0.2086
H  -2.25451  2.99934  -5.50617  0.2061
H  7.53601  -3.32361  1.08362  0.2047
H  -4.45382  0.99015  -1.52042  0.2378
H  -4.23339  -1.44130  1.00826  0.2700
H  1.57145  -0.89493  2.19393  0.2034
H  5.50990  -0.91434  3.08559  0.2057
H  2.42857  -1.17903  0.70084  0.2374
H  5.56431  -1.27561  -0.62152  0.1092
H  7.15441  -0.45898  2.64013  0.2219
H  5.88226  -3.78511  1.52787  0.1955
H  1.71885  0.88770  -0.29401  0.2103
H  -0.76567  -0.23513  2.92183  0.2679
H  3.39011  0.69411  1.92831  0.2322
H  -2.14228  5.21965  -6.84429  0.2013
H  -2.14781  3.14767  -3.74056  0.2155
H  -4.56914  -1.03105  -3.00230  0.2305

Forces on the atoms, in the same order (eV/Å):
-0.759 0.152 2.192
-0.084 0.051 0.048
-0.242 -0.058 -0.059
-0.040 -0.001 0.071
-0.072 0.123 0.056
0.005 0.069 0.095
-0.055 0.026 -0.054
-0.013 0.018 0.134
-0.038 -0.099 -0.006
-0.014 -0.538 0.974
0.286 -0.248 0.443
0.213 -0.168 -0.984
0.559 0.053 -0.403
0.041 -0.060 0.042
-0.038 -0.122 0.024
-0.043 -0.181 -0.318
0.011 0.070 -0.007
-0.323 -0.180 0.071
0.046 -0.154 0.046
0.081 -0.026 0.094
0.686 0.058 0.714
0.216 -0.204 -0.390
0.453 0.411 -0.490
-0.018 0.084 -0.110
-0.014 -0.172 0.118
-0.083 -0.385 0.102
0.021 0.003 -0.880
-0.013 0.002 0.111
0.231 -0.184 -0.119
0.082 0.056 -0.090
0.031 0.157 -0.040
0.017 0.050 -0.037
-0.215 0.300 0.420
-0.477 0.088 0.170
0.018 -0.135 -0.355
-0.157 0.326 -0.350
0.023 0.104 0.135
-0.177 0.438 -0.013
0.103 -0.077 -0.018
0.001 -0.009 0.010
-0.204 0.428 -0.661
-0.136 0.059 0.056
-0.026 -0.101 0.007
0.014 0.009 0.020
-0.083 -0.045 0.040
-0.002 0.019 -0.013
-0.015 0.043 -0.036
-0.007 -0.077 0.048
-0.046 -0.030 0.061
1.022 -0.150 -0.204
0.002 -0.024 -0.017
-0.014 0.071 -0.041
-0.001 -0.052 -0.033
0.881 0.244 -0.702
-0.029 0.008 -0.018
-0.148 0.048 0.047
0.019 0.003 0.042
0.052 0.028 0.022
0.009 -0.010 0.006
0.000 0.004 0.043
0.016 -0.047 -0.033
-0.466 -0.137 -0.141
-0.091 -0.013 0.105
0.086 -0.054 -0.125
-0.028 0.043 -0.027
-0.007 -0.075 -0.014
-1.044 0.169 0.219

Quick rundown of HOMO level, same order as above: -0.19403, -0.33282, -0.31447, -0.40946 Eh
Quick rundown of HOMO-LUMO gap, same order as above: 8.32, 9.90, 9.13, 6.09 eV
Quick rundown of LUMO energy, same order as above: 3.0445, 0.8451, 0.5690, -5.0524 eV